# 1
141
Properties=species:S:1:pos:R:3:forces:R:3:mulliken_charge:R:1 method="wB97M-V/def2-TZVPD" de_lowest_ev=5.2284 largest_force_ha_per_bohr=0.0738 homo_energy_ha=-0.3685 spin_multiplicity=1 gap_ev=10.2 total_energy_ev=-64404.6232
C 6.975 3.331 1.836 1.0 -0.5 1.0 -1.005
C 8.330 3.212 2.668 -1.1 0.5 -1.1 -0.176
O 9.411 3.104 1.740 -0.4 -0.2 -0.3 -0.528
H 6.122 3.504 2.492 0.2 0.5 0.3 0.341
H 6.665 2.407 1.347 0.6 -0.1 -0.3 0.269
H 7.064 4.133 1.104 0.0 -0.1 0.1 0.274
H 8.303 2.378 3.370 -0.1 -0.2 -0.1 0.283
H 8.457 4.133 3.237 -0.1 0.1 0.2 0.249
H 10.258 2.998 2.179 -0.1 0.0 0.3 0.293
C 4.098 8.028 -2.465 0.4 -0.5 -0.9 -1.028
C 4.553 7.317 -3.794 0.0 0.8 1.7 -0.186
O 3.450 6.709 -4.418 -0.3 -0.1 -0.1 -0.509
H 3.375 8.818 -2.669 -0.1 -0.1 -0.1 0.271
H 4.948 8.495 -1.968 0.2 0.0 -0.2 0.336
H 3.670 7.340 -1.736 -0.1 -0.2 -0.2 0.293
H 5.323 6.580 -3.565 0.1 -0.1 0.1 0.288
H 5.025 8.066 -4.430 -0.1 0.1 -0.2 0.234
H 3.783 5.982 -4.949 -0.1 0.0 -0.1 0.302
C -1.186 1.898 -8.139 -0.7 0.6 0.5 -0.971
C -2.683 2.355 -7.999 0.7 0.0 -0.2 -0.187
O -2.968 3.246 -9.062 0.1 0.3 -0.8 -0.521
H -0.568 2.699 -7.732 0.0 0.2 -0.2 0.253
H -0.873 1.748 -9.172 -0.4 0.0 0.0 0.288
H -0.877 1.031 -7.555 -0.5 -0.2 0.0 0.322
H -2.844 2.946 -7.097 0.3 -0.4 0.5 0.225
H -3.469 1.601 -8.044 0.5 -0.7 0.3 0.297
H -3.924 3.329 -9.082 0.0 0.2 -0.2 0.295
C -8.044 -0.733 6.863 -0.3 0.6 0.2 -0.830
C -8.196 0.315 5.788 0.9 -0.3 -1.1 -0.305
O -6.977 0.260 4.958 -1.1 0.6 0.6 -0.503
H -7.160 -0.532 7.467 0.1 0.0 -0.1 0.249
H -7.933 -1.708 6.387 -0.2 0.0 0.2 0.252
H -8.905 -0.675 7.529 -0.1 -0.4 0.0 0.312
H -8.381 1.332 6.135 0.3 0.0 0.4 0.309
H -9.040 0.116 5.129 0.0 -0.3 -0.1 0.226
H -6.478 1.035 5.227 0.3 0.0 -0.2 0.290
C 6.577 -3.955 1.859 0.5 -1.0 -0.1 -1.036
C 7.042 -3.058 0.751 -0.4 0.3 -0.6 -0.137
O 7.529 -3.822 -0.350 0.4 -0.5 0.2 -0.535
H 7.376 -4.651 2.114 0.3 0.1 0.1 0.285
H 5.795 -4.622 1.496 -0.4 0.3 0.2 0.272
H 6.320 -3.426 2.777 -0.3 0.1 -0.2 0.330
H 7.815 -2.372 1.098 0.0 0.2 0.1 0.286
H 6.194 -2.515 0.333 -0.1 0.6 0.4 0.234
H 8.014 -3.226 -0.925 0.0 0.0 -0.1 0.301
C -3.143 10.034 -2.531 1.5 -0.9 0.5 -0.988
C -2.500 8.783 -3.213 -0.7 1.0 -0.5 -0.189
O -1.541 9.226 -4.155 0.6 0.4 -0.2 -0.522
H -2.312 10.537 -2.036 0.1 0.2 0.0 0.267
H -3.791 9.740 -1.705 -0.4 0.0 -0.3 0.322
H -3.575 10.777 -3.202 -0.2 -0.5 -0.2 0.290
H -3.240 8.241 -3.802 -0.3 -0.3 0.4 0.212
H -1.997 8.108 -2.519 -0.4 0.1 0.4 0.308
H -0.767 8.660 -4.105 0.0 0.0 -0.1 0.300
C 3.469 -8.017 -4.022 0.0 0.7 0.3 -1.066
C 3.192 -6.594 -3.487 0.8 -1.7 -0.7 -0.135
O 1.820 -6.588 -3.255 -0.9 0.6 0.3 -0.496
H 2.864 -8.150 -4.920 0.4 0.1 -0.3 0.274
H 3.132 -8.834 -3.383 0.2 0.3 0.5 0.299
H 4.544 -8.074 -4.191 -0.1 -0.4 -0.3 0.338
H 3.537 -5.933 -4.282 -0.4 0.4 -0.1 0.243
H 3.807 -6.363 -2.618 -0.2 -0.1 0.4 0.263
H 1.498 -5.703 -3.067 0.0 0.1 0.1 0.281
C 5.232 0.775 -6.221 0.4 -0.7 -0.2 -1.024
C 5.423 0.912 -7.726 -0.5 1.5 0.5 -0.156
O 5.008 2.281 -8.003 0.0 -0.5 -0.1 -0.530
H 4.164 0.769 -6.005 0.1 0.2 0.1 0.266
H 5.759 1.548 -5.662 -0.2 0.2 -0.2 0.283
H 5.644 -0.163 -5.847 0.0 -0.2 -0.1 0.336
H 4.757 0.233 -8.260 0.2 -0.2 0.0 0.271
H 6.451 0.832 -8.077 0.1 -0.5 0.2 0.264
H 4.845 2.348 -8.946 0.0 0.1 -0.1 0.289
C -7.018 -0.438 -3.357 0.3 -0.8 0.1 -1.051
C -6.730 0.421 -2.133 -0.7 -0.2 0.1 -0.131
O -5.824 -0.191 -1.199 0.0 -0.1 -0.8 -0.518
H -7.594 -1.321 -3.080 0.1 -0.1 0.2 0.287
H -6.112 -0.798 -3.846 0.1 0.1 0.0 0.291
H -7.632 0.050 -4.113 0.1 0.5 0.2 0.333
H -7.699 0.532 -1.647 0.0 0.4 0.2 0.248
H -6.373 1.398 -2.462 0.2 0.1 0.2 0.236
H -6.084 0.009 -0.297 -0.1 0.1 -0.1 0.305
C 4.938 0.779 10.751 -0.5 0.1 -0.5 -1.276
C 5.266 1.016 9.241 -0.1 -0.9 2.2 0.544
C 4.088 1.604 8.481 0.7 -0.4 -0.2 -1.203
O 6.383 1.865 9.185 0.3 1.4 -0.8 -0.556
H 4.523 1.692 11.177 0.3 0.2 0.1 0.319
H 5.815 0.462 11.316 0.1 0.1 -0.1 0.356
H 4.170 0.032 10.949 0.0 -0.2 -0.4 0.340
H 5.585 0.056 8.836 -0.4 -0.2 -0.4 0.185
H 3.771 2.572 8.869 0.2 0.0 0.0 0.339
H 3.239 0.923 8.538 0.0 0.0 0.0 0.350
H 4.403 1.686 7.441 -0.3 0.3 -0.1 0.288
H 7.127 1.554 9.705 -0.3 -0.3 0.1 0.313
C -4.154 -6.558 5.166 0.4 -0.4 -1.4 -1.226
C -4.695 -7.315 3.912 0.3 1.3 0.3 0.498
C -4.453 -6.664 2.535 0.4 0.3 0.5 -1.159
O -4.047 -8.573 3.954 -0.1 -0.2 0.3 -0.531
H -4.419 -7.147 6.044 0.1 0.2 0.0 0.289
H -4.454 -5.514 5.258 -0.5 -0.2 -0.1 0.364
H -3.074 -6.520 5.020 0.2 -0.2 0.4 0.318
H -5.771 -7.386 4.069 -0.3 -0.4 -0.2 0.182
H -3.408 -6.420 2.346 0.3 -0.4 0.3 0.299
H -4.931 -5.692 2.413 -0.6 -0.2 0.0 0.333
H -4.751 -7.361 1.751 -0.3 0.1 -0.1 0.323
H -4.389 -9.135 3.255 -0.1 0.0 -0.1 0.311
C -0.179 1.273 -0.885 0.2 0.9 -1.1 -1.186
C 0.091 -0.201 -0.698 -0.4 0.8 1.8 0.283
C -0.129 -0.502 0.785 0.7 -1.0 0.2 -1.193
O -0.783 -1.044 -1.430 0.7 0.2 -0.6 -0.532
H -1.217 1.527 -0.670 -0.1 0.0 -0.1 0.297
H 0.087 1.600 -1.890 -0.5 -0.2 -0.4 0.321
H 0.459 1.952 -0.320 0.0 -0.4 0.7 0.362
H 1.140 -0.344 -0.957 -0.2 -0.7 -0.3 0.295
H -0.001 -1.573 0.939 0.0 -0.2 0.0 0.328
H -1.144 -0.284 1.119 0.0 0.3 -0.1 0.317
H 0.598 -0.029 1.445 -0.1 0.3 -0.1 0.369
H -1.669 -0.845 -1.120 -0.2 0.0 0.0 0.341
C -1.961 5.356 7.482 1.5 -0.4 -1.3 -1.216
C -2.561 5.430 6.061 0.7 1.0 0.5 0.474
C -1.830 4.716 4.921 -0.2 0.7 0.7 -1.216
O -3.828 4.961 6.102 -3.3 -1.8 0.0 -0.534
H -2.542 5.811 8.284 -0.1 0.2 -0.3 0.382
H -0.976 5.812 7.382 0.1 0.4 0.5 0.310
H -1.734 4.326 7.757 -0.3 -0.2 0.0 0.307
H -2.727 6.476 5.801 1.1 0.6 -0.2 0.216
H -1.853 3.633 5.043 0.5 0.0 0.4 0.325
H -0.851 5.195 4.897 0.3 -0.7 -0.3 0.348
H -2.339 4.879 3.971 0.0 0.4 0.1 0.301
H -4.326 5.509 6.714 -0.2 -0.1 0.0 0.302
C -4.550 -10.149 -6.023 -0.2 0.1 0.0 -1.300
C -3.668 -9.066 -5.386 -1.1 0.1 -0.7 0.571
C -4.452 -7.757 -5.154 -0.2 -0.2 0.7 -1.222
O -3.182 -9.554 -4.143 0.1 0.1 -0.2 -0.551
H -5.171 -10.604 -5.251 0.0 0.1 0.1 0.334
H -4.055 -10.959 -6.557 0.5 0.1 0.3 0.317
H -5.213 -9.722 -6.776 -0.1 0.3 0.1 0.339
H -2.828 -8.831 -6.040 0.2 -0.1 -0.2 0.215
H -4.978 -7.286 -5.985 0.6 -0.2 -0.5 0.355
H -3.780 -7.049 -4.669 0.0 0.3 -0.2 0.306
H -5.268 -7.899 -4.446 0.1 -0.4 0.3 0.319
H -2.518 -8.916 -3.874 0.2 -0.1 0.4 0.317

=====

# 2
152
Properties=species:S:1:pos:R:3:forces:R:3:mulliken_charge:R:1 method="wB97M-V/def2-TZVPD" largest_force_ha_per_bohr=0.0549 homo_energy_ha=-0.2977 spin_multiplicity=1 gap_ev=7.7 total_energy_ev=-80898.8059
Sr -0.083 -1.176 3.037 0.5 0.3 -2.0 0.200
O -0.641 0.999 1.609 0.3 -1.1 -0.8 2.143
C -0.594 0.620 0.214 0.5 -0.1 0.1 -0.756
C 0.367 -0.576 -0.257 -0.1 -0.5 1.3 -0.140
O 0.263 -1.830 0.430 -0.1 0.8 0.6 1.519
H -0.327 1.511 -0.354 0.7 0.2 -0.4 -0.263
H -1.600 0.467 -0.176 -0.5 -0.7 0.0 -0.125
H 1.396 -0.220 -0.205 0.5 0.5 0.5 -0.482
H 0.339 -0.825 -1.318 -0.9 0.6 -0.6 -0.060
C 2.702 -3.050 -4.727 -0.5 0.2 0.5 -0.196
C 1.343 -2.743 -4.067 1.0 0.3 0.3 0.558
O 0.590 -3.895 -3.862 0.8 -1.7 -1.3 -0.635
O 2.526 -3.828 -5.866 -0.2 -0.4 -0.5 -0.616
H 3.292 -3.581 -3.980 0.3 -0.2 0.2 0.140
H 3.265 -2.168 -5.032 -0.2 0.2 0.2 0.014
H 0.744 -2.071 -4.682 0.2 0.6 0.2 0.417
H 1.613 -2.431 -3.058 -0.1 1.3 0.0 -0.339
H -0.002 -3.751 -3.120 -0.9 0.2 0.5 0.405
H 1.749 -4.339 -5.628 -0.2 -0.6 -0.4 0.391
C 3.002 -2.853 2.627 0.8 1.5 -0.3 -1.020
C 3.293 -1.368 2.236 1.6 -0.3 -0.2 0.118
O 2.628 -0.410 3.057 -1.3 -0.7 0.5 -0.437
O 1.659 -3.170 2.453 -0.8 -0.5 1.3 -0.291
H 3.307 -3.003 3.662 -0.4 0.1 0.3 0.392
H 3.628 -3.544 2.062 0.2 0.4 -0.4 0.280
H 3.140 -1.171 1.175 -0.5 -0.2 0.0 -0.179
H 4.350 -1.150 2.391 0.4 -0.6 -0.1 0.645
H 2.934 0.480 2.865 0.1 0.0 -0.3 0.206
H 1.373 -2.917 1.573 -0.3 0.4 -1.2 0.005
C 2.831 5.520 -2.872 -1.6 -1.4 0.6 -0.721
C 2.683 4.357 -1.867 1.2 -0.4 0.0 0.009
O 1.473 4.120 -1.190 -1.2 1.3 -0.8 -0.256
O 2.020 5.212 -4.020 0.5 0.6 0.2 -0.549
H 3.880 5.533 -3.168 -0.1 0.1 -0.1 0.377
H 2.542 6.471 -2.425 0.1 0.2 0.0 0.315
H 3.448 4.502 -1.103 0.5 -0.1 0.0 0.360
H 2.866 3.453 -2.447 0.6 0.0 -0.1 0.045
H 1.609 3.468 -0.499 0.1 -0.1 0.5 0.176
H 1.114 5.365 -3.742 -0.1 -0.1 -0.1 0.290
C -3.438 2.916 2.792 -0.2 0.9 -0.4 -0.401
C -4.155 2.103 1.690 1.0 1.3 1.7 -0.086
O -3.563 0.833 1.654 -1.1 -0.9 -0.4 -0.457
O -2.177 3.421 2.398 -0.5 0.3 0.2 -0.538
H -3.332 2.369 3.729 -0.1 -0.6 0.0 0.010
H -4.041 3.779 3.073 -0.1 0.2 -0.2 0.513
H -4.045 2.643 0.750 -0.2 -0.1 -0.2 -0.160
H -5.195 2.102 2.014 -0.2 -0.7 -0.4 0.415
H -2.661 0.925 1.338 0.9 0.1 0.0 -0.170
H -1.646 2.670 2.123 0.7 -0.8 -0.3 -0.114
C 0.673 4.328 1.881 -0.3 0.9 -0.8 -0.606
O 1.218 3.153 1.437 2.0 -1.7 -0.9 -0.497
H 0.496 4.255 2.954 -0.3 0.7 0.0 0.258
H 1.388 5.088 1.566 0.0 0.4 0.7 0.363
H -0.208 4.526 1.271 -0.5 0.3 0.7 0.026
H 0.613 2.413 1.526 -0.9 -0.9 0.2 -0.236
C 2.536 -4.309 -0.686 -0.6 0.3 -0.7 -0.674
O 2.846 -2.947 -0.397 0.7 -0.8 -0.2 -0.203
H 3.235 -5.013 -0.235 -0.1 0.2 0.3 0.398
H 1.494 -4.483 -0.418 0.0 -0.4 0.6 0.123
H 2.508 -4.513 -1.756 0.4 0.2 -0.3 0.109
H 1.988 -2.532 -0.289 -0.8 0.7 0.1 -0.374
C 0.769 1.032 -4.232 -0.2 0.5 1.2 0.217
O -0.104 1.797 -5.017 0.5 -0.7 -1.2 -0.675
H 1.578 0.513 -4.746 -0.4 0.1 -0.5 0.344
H 1.238 1.702 -3.511 0.5 0.1 0.3 -0.072
H 0.198 0.338 -3.615 0.1 -0.6 0.0 -0.297
H -0.672 2.257 -4.395 -0.3 0.6 0.3 0.465
C 0.297 -2.025 7.775 0.6 -0.1 0.2 -1.769
C 0.008 -1.447 6.411 -0.1 0.4 0.3 0.955
C 0.493 -0.007 6.238 0.1 -0.1 -1.0 -1.220
O 0.320 0.392 4.867 -0.3 0.5 1.1 0.646
C 0.776 1.701 4.542 0.1 0.6 -0.2 -0.650
N 0.519 -2.311 5.353 -0.1 0.0 0.2 -0.057
H -0.244 -1.527 8.580 0.0 -0.1 0.0 0.406
H 1.365 -1.994 7.993 0.1 0.2 0.1 0.390
H 0.053 -3.086 7.716 -0.3 0.0 0.4 0.441
H -1.081 -1.462 6.364 -0.1 0.3 -0.5 -0.181
H 1.565 0.127 6.381 0.1 -0.3 0.8 0.499
H -0.096 0.622 6.905 0.2 0.3 0.1 0.362
H 0.983 2.387 5.363 -0.3 -0.5 0.7 0.476
H 0.009 2.198 3.948 0.1 -0.2 -0.3 -0.220
H 1.724 1.662 4.006 -0.2 -0.1 -0.3 0.224
H 1.501 -2.485 5.517 0.4 0.1 -0.1 0.129
H 0.091 -3.212 5.506 -0.2 -0.3 -0.4 0.199
C -4.545 -1.486 4.233 -1.5 -1.0 0.5 -1.871
C -3.099 -1.820 4.200 0.6 0.2 -0.4 0.817
C -2.871 -2.971 3.208 1.0 0.3 -1.6 -0.969
O -1.477 -3.399 3.053 -1.4 0.4 1.1 0.135
C -1.407 -4.657 2.425 1.5 -0.2 -0.6 -0.947
N -2.412 -0.509 3.951 0.4 -1.7 0.1 -0.034
H -4.757 -0.629 4.872 0.1 0.0 -0.1 0.428
H -5.086 -2.326 4.668 -0.4 -0.1 -0.1 0.536
H -4.935 -1.293 3.234 0.0 0.1 0.0 0.286
H -2.767 -2.278 5.131 0.1 0.5 0.5 0.194
H -3.111 -2.747 2.169 -0.7 0.6 0.0 0.008
H -3.493 -3.828 3.468 0.0 0.0 0.4 0.539
H -0.336 -4.808 2.290 0.1 -0.4 0.4 0.162
H -1.737 -4.703 1.388 -0.8 0.5 0.0 0.184
H -1.866 -5.463 2.998 0.0 0.1 0.2 0.375
H -2.764 0.116 4.661 0.3 0.1 0.4 0.310
H -2.853 -0.128 3.126 -0.1 0.3 -0.7 0.122
C -2.439 4.579 -1.142 0.1 -0.9 -0.9 -1.464
C -2.479 3.478 -2.261 1.1 0.6 1.6 1.632
C -3.719 3.475 -3.101 -0.4 0.1 0.0 -1.060
O -4.892 3.388 -2.293 0.4 -0.5 0.1 -0.176
C -6.063 3.287 -3.067 0.0 1.1 -0.5 -0.864
N -1.234 3.526 -3.081 -1.1 0.3 0.3 -0.289
H -2.182 5.570 -1.514 -0.2 0.1 -0.2 0.490
H -1.609 4.256 -0.514 -0.3 0.3 0.5 0.199
H -3.399 4.604 -0.626 0.2 0.1 0.2 0.343
H -2.345 2.568 -1.677 -0.6 -0.5 -0.2 -0.857
H -3.662 2.642 -3.802 -0.1 -0.1 -0.2 0.411
H -3.754 4.407 -3.665 0.0 0.2 -0.3 0.472
H -6.019 2.520 -3.841 -0.1 -0.6 0.4 0.277
H -6.204 4.198 -3.649 0.1 0.5 -0.2 0.343
H -6.946 3.271 -2.429 0.3 -0.6 0.1 0.264
H -0.485 3.398 -2.415 0.5 -0.3 0.2 0.091
H -1.118 4.504 -3.302 0.1 0.3 -0.6 0.216
C -3.160 -2.597 -0.663 -0.2 0.2 -2.1 -0.687
C -2.653 -3.004 -2.115 -2.0 -0.2 2.0 0.086
C -2.832 -1.877 -3.128 -0.1 0.2 0.2 -0.311
O -4.187 -1.349 -3.225 1.4 -1.2 0.7 -0.465
C -4.125 -0.112 -3.874 -0.3 0.0 -0.5 -0.138
N -1.279 -3.403 -1.916 0.8 0.6 -0.5 -0.375
H -4.240 -2.469 -0.728 0.0 0.0 0.6 0.524
H -2.690 -1.643 -0.423 0.0 0.1 0.2 0.003
H -2.815 -3.346 0.051 -0.4 0.0 0.0 0.001
H -3.236 -3.869 -2.433 -0.1 -0.1 -0.2 0.587
H -2.459 -2.235 -4.087 -0.2 0.0 -0.4 0.420
H -2.195 -1.040 -2.844 0.3 0.1 0.2 -0.212
H -5.102 0.367 -3.806 0.0 0.0 0.1 0.246
H -3.891 -0.269 -4.926 0.1 0.2 -0.3 0.349
H -3.355 0.525 -3.439 0.0 0.2 0.1 -0.144
H -1.240 -4.161 -1.250 -0.2 -0.4 -0.1 0.294
H -0.958 -2.647 -1.328 1.1 0.4 0.3 -0.702
C 4.099 1.104 -1.372 0.0 -0.8 -0.8 -0.081
C 5.218 0.384 -2.184 0.0 0.7 0.7 0.415
C 4.836 -0.860 -3.016 0.1 -0.7 0.7 0.191
O 5.972 -1.448 -3.700 0.2 1.4 0.1 -0.441
C 6.916 -2.090 -2.864 -0.6 -1.4 0.7 -0.757
N 5.944 1.305 -3.094 -0.2 -0.4 0.0 -0.799
H 4.482 1.983 -0.853 0.1 0.2 -0.5 0.545
H 3.648 0.520 -0.570 0.2 -0.6 -0.1 -0.362
H 3.281 1.325 -2.057 -0.1 0.5 0.1 -0.506
H 5.954 0.157 -1.413 0.2 -0.6 -0.1 0.226
H 4.092 -0.580 -3.761 0.3 0.2 -0.3 -0.248
H 4.361 -1.674 -2.468 -0.1 0.1 0.6 0.264
H 6.482 -3.058 -2.611 0.1 -0.5 0.0 0.290
H 7.145 -1.689 -1.877 -0.3 0.9 -0.1 0.288
H 7.881 -2.292 -3.328 -0.3 0.4 -0.6 0.303
H 6.303 0.621 -3.744 1.1 0.0 -0.3 0.382
H 5.320 1.778 -3.732 -0.7 0.5 0.3 0.260